[1]
Formula: C14H14Br2I2N5O2Tc
Source: the OMol25 dataset
Level of theory: ωB97M-V/def2-TZVPD

## Properties
Charge ... +3
Gap between HOMO and LUMO (spin up / spin down) ... 7.48 / 6.15 eV
2S+1 ... 4
LUMO (spin up / spin down) ... -0.353 / -0.431 Eh
Strongest force on any atom ... 0.0038 hartree/bohr
Expectation value of S² ... 3.78

Geometry as XYZ:
```
40
Properties=species:S:1:pos:R:3:forces:R:3
Tc -0.078 0.249 0.129 0.092 -0.016 -0.170
Br -4.012 -2.756 -1.100 0.010 0.006 0.028
C -3.352 -2.395 0.587 -0.004 0.002 -0.041
C -3.892 -2.985 1.718 -0.011 -0.002 0.006
C -3.396 -2.716 2.992 -0.004 -0.029 0.028
Br -4.166 -3.548 4.440 0.014 0.020 -0.031
C -2.289 -1.803 3.182 0.006 0.004 -0.003
C -1.713 -1.464 4.416 -0.004 0.005 0.002
C -0.658 -0.580 4.443 -0.005 -0.007 -0.001
C -0.174 -0.039 3.251 0.006 0.004 -0.001
N -0.703 -0.347 2.072 0.005 -0.003 0.028
C -1.748 -1.216 2.038 -0.004 0.005 -0.001
C -2.258 -1.491 0.719 0.005 -0.002 0.016
O -1.701 -0.907 -0.273 -0.024 -0.010 -0.012
H -4.719 -3.675 1.610 0.001 0.000 0.000
H -2.093 -1.895 5.333 0.001 -0.001 0.000
H -0.192 -0.299 5.378 0.000 0.001 0.000
H 0.661 0.649 3.249 0.000 -0.001 -0.004
I 0.547 0.405 -2.581 -0.025 -0.025 0.123
C 1.619 -1.430 -2.394 0.010 -0.010 -0.003
I 1.501 -2.027 -0.349 -0.035 0.063 -0.003
H 2.657 -1.271 -2.663 -0.001 0.005 0.006
H 1.139 -2.181 -3.011 -0.008 0.002 0.004
N 1.427 3.415 1.377 0.022 -0.008 -0.019
C 2.133 2.314 1.124 -0.032 0.041 0.000
N 3.441 2.295 1.326 0.007 -0.008 -0.001
O 1.568 1.242 0.704 0.012 -0.054 0.047
H 1.867 4.272 1.675 0.003 0.001 0.003
H 0.450 3.443 1.139 -0.010 -0.002 0.008
H 3.955 3.105 1.634 0.001 0.003 0.002
H 3.957 1.450 1.138 -0.001 -0.002 -0.006
N -3.041 3.240 0.454 -0.012 -0.002 -0.011
C -2.288 3.839 -0.526 0.026 0.012 0.021
C -1.222 3.024 -0.720 -0.031 -0.016 -0.018
N -1.324 1.934 0.137 -0.011 0.022 0.014
C -2.444 2.109 0.830 0.015 0.001 -0.011
H -3.912 3.595 0.825 -0.005 -0.002 0.002
H -2.572 4.767 -0.990 0.000 0.000 0.002
H -0.397 3.147 -1.402 -0.006 0.003 -0.007
H -2.836 1.448 1.585 -0.003 0.001 -0.001
```
Forces are in eV/Å.


[2]
Formula: C5H8BrN2
Source: the OMol25 dataset
Level of theory: ωB97M-V/def2-TZVPD

## Properties
Charge ... +1
Gap between HOMO and LUMO ... 9.50 eV
LUMO ... -0.149 Eh
Strongest force on any atom ... 0.0222 hartree/bohr

Geometry as XYZ:
```
16
Properties=species:S:1:pos:R:3:forces:R:3
C -2.406 -0.417 0.151 0.410 0.103 -0.037
C -1.702 -1.620 -0.035 0.288 -0.002 -0.049
C -0.327 0.795 0.020 -0.511 -0.005 0.045
C -1.730 0.773 0.182 0.043 -0.105 -0.018
C -0.348 -1.567 -0.171 -0.510 -0.618 0.030
N 0.308 -0.385 -0.139 0.262 0.435 0.028
N 0.381 1.923 0.013 0.306 0.106 -0.001
Br 4.757 0.030 -0.016 -1.133 0.146 0.017
H -3.478 -0.442 0.269 -0.092 0.080 0.021
H -2.217 -2.564 -0.069 0.036 -0.107 0.004
H 6.129 -0.132 -0.018 1.082 -0.137 -0.014
H -2.254 1.704 0.329 0.020 0.116 -0.013
H 0.261 -2.448 -0.304 0.080 0.020 -0.015
H 1.321 -0.383 -0.232 -0.234 -0.093 -0.016
H -0.078 2.812 0.119 0.039 -0.051 0.006
H 1.383 1.921 -0.100 -0.087 0.113 0.015
```
Forces are in eV/Å.


[3]
Formula: C38H30AuF9N6OPS
Source: the OMol25 dataset
Level of theory: ωB97M-V/def2-TZVPD

## Properties
Charge ... +1
Gap between HOMO and LUMO (spin up / spin down) ... 8.17 / 3.88 eV
2S+1 ... 3
LUMO (spin up / spin down) ... -0.087 / -0.243 Eh
Strongest force on any atom ... 0.0092 hartree/bohr
Expectation value of S² ... 2.02

Geometry as XYZ:
```
87
Properties=species:S:1:pos:R:3:forces:R:3
Au 0.119 -0.937 -0.748 0.080 0.455 0.094
C 0.613 -0.086 2.377 -0.020 -0.040 -0.015
N 0.050 -1.055 1.450 -0.169 -0.120 0.101
C -0.596 -2.091 1.882 0.155 0.035 -0.038
C -1.044 -3.105 1.006 -0.074 0.058 0.039
C -1.791 -4.267 1.243 0.045 0.035 -0.054
C -1.968 -4.868 0.000 -0.018 -0.004 0.010
C -1.323 -4.047 -0.937 -0.067 -0.044 -0.033
N -0.759 -2.988 -0.341 0.007 -0.176 0.115
C 2.109 -0.252 2.515 0.020 -0.030 0.036
C 2.620 -1.415 3.086 -0.012 -0.014 -0.004
C 3.985 -1.580 3.249 0.027 -0.013 0.012
C 4.860 -0.581 2.837 0.027 0.007 -0.023
C 4.360 0.578 2.262 0.006 0.007 0.005
C 2.989 0.740 2.104 -0.049 0.029 -0.006
H 0.133 -0.219 3.353 0.007 0.014 0.002
H 0.375 0.924 2.039 0.053 -0.001 -0.063
H -0.780 -2.188 2.953 -0.018 -0.020 -0.003
H -2.152 -4.615 2.199 0.003 0.015 0.002
H -2.491 -5.787 -0.208 0.007 0.012 -0.020
H -1.249 -4.187 -2.006 0.009 -0.014 0.016
H 1.941 -2.191 3.426 0.008 0.009 -0.013
H 4.369 -2.473 3.727 -0.007 0.005 -0.009
H 5.927 -0.697 2.980 -0.013 -0.010 0.007
H 5.034 1.365 1.949 -0.006 -0.002 0.004
H 2.599 1.654 1.674 -0.003 0.019 -0.031
C 5.103 -3.626 0.285 0.029 0.006 -0.002
N 4.258 -2.575 -0.238 -0.038 -0.018 0.006
C 4.707 -1.309 -0.783 -0.025 0.075 0.038
C 3.379 -0.623 -1.099 0.030 0.070 -0.046
O 3.244 0.475 -1.597 0.046 -0.092 0.052
N 2.366 -1.468 -0.731 -0.186 -0.240 -0.004
C 2.921 -2.587 -0.240 0.091 0.000 -0.060
N 2.199 -3.621 0.173 -0.001 0.020 0.070
H 6.139 -3.382 0.064 -0.005 0.004 0.003
H 4.878 -4.582 -0.191 0.001 0.000 0.004
H 4.997 -3.719 1.368 0.004 -0.002 -0.006
H 5.303 -1.436 -1.689 0.010 -0.001 0.002
H 5.265 -0.722 -0.053 0.026 0.001 -0.015
H 1.188 -3.580 0.086 -0.012 0.025 -0.004
H 2.625 -4.436 0.576 0.041 0.005 -0.019
F 2.850 6.132 0.439 -0.019 0.016 -0.009
C 1.578 6.295 0.045 0.000 -0.012 -0.010
F 0.969 7.077 0.948 0.012 0.008 -0.006
F 1.600 6.967 -1.118 0.011 0.017 0.009
C 0.868 4.975 -0.109 0.019 -0.008 -0.007
C -0.521 4.941 -0.036 -0.018 0.002 0.011
C -1.185 3.741 -0.202 0.007 -0.048 -0.005
C -0.457 2.568 -0.419 0.092 0.039 -0.060
C 0.931 2.615 -0.520 -0.037 0.011 0.120
C 1.595 3.825 -0.366 -0.001 -0.013 0.035
P -1.271 0.985 -0.714 0.002 -0.251 -0.064
C -2.432 0.630 0.627 0.010 0.044 0.062
C -3.203 -0.528 0.499 -0.023 -0.018 0.029
C -3.956 -0.986 1.563 0.028 0.008 -0.010
C -3.919 -0.302 2.771 -0.023 -0.018 -0.023
C -3.165 0.853 2.909 0.021 0.029 -0.011
C -2.422 1.322 1.834 -0.077 -0.043 -0.051
C -4.631 -0.875 3.966 0.035 -0.035 0.030
F -3.816 -1.730 4.624 -0.043 0.018 0.001
F -5.724 -1.564 3.617 -0.001 0.014 0.011
F -4.998 0.070 4.839 -0.002 -0.007 -0.008
C -2.237 1.248 -2.225 -0.059 0.056 0.018
C -1.528 1.559 -3.383 0.016 -0.003 -0.007
C -2.196 1.765 -4.577 -0.018 -0.012 -0.006
C -3.578 1.651 -4.614 0.030 0.000 0.004
C -4.294 1.356 -3.463 -0.007 0.012 -0.003
C -3.626 1.159 -2.266 0.010 -0.016 0.001
C -4.335 1.829 -5.904 -0.005 0.006 0.005
F -5.318 2.733 -5.770 0.008 -0.012 -0.015
F -4.909 0.673 -6.284 0.003 0.022 -0.012
F -3.541 2.234 -6.904 -0.020 -0.003 0.004
H -1.075 5.852 0.149 -0.001 -0.006 -0.001
H -2.267 3.718 -0.169 -0.028 -0.012 0.019
H 1.498 1.713 -0.721 0.010 0.017 -0.030
H 2.673 3.866 -0.438 -0.007 -0.005 -0.013
H -3.190 -1.101 -0.421 0.030 0.007 -0.001
H -4.545 -1.888 1.461 0.003 0.001 0.023
H -3.153 1.383 3.851 0.000 -0.007 -0.005
H -1.822 2.212 1.956 0.030 0.071 -0.020
H -0.448 1.652 -3.354 0.001 0.000 0.018
H -1.648 2.010 -5.476 -0.008 0.002 0.005
H -5.374 1.285 -3.499 0.005 0.002 -0.006
H -4.191 0.939 -1.371 -0.004 0.024 -0.023
S 2.356 -1.157 -4.955 -0.071 0.023 0.075
C 1.196 -1.095 -3.816 0.099 -0.056 -0.085
N 0.362 -1.050 -3.001 -0.021 0.070 -0.145
```
Forces are in eV/Å.


[4]
Formula: C33H25IN6O3OsS2
Source: the OMol25 dataset
Level of theory: ωB97M-V/def2-TZVPD

## Properties
Charge ... +2
Gap between HOMO and LUMO (spin up / spin down) ... 4.77 / 5.21 eV
2S+1 ... 5
LUMO (spin up / spin down) ... -0.242 / -0.303 Eh
Strongest force on any atom ... 0.0073 hartree/bohr
Expectation value of S² ... 6.05

Geometry as XYZ:
```
71
Properties=species:S:1:pos:R:3:forces:R:3
Os -0.703 0.369 -0.321 0.068 0.071 -0.248
C 3.597 -0.857 -0.431 0.033 -0.089 -0.028
C 2.318 -0.245 -0.900 0.034 0.002 -0.118
N 1.281 -0.021 0.095 -0.062 -0.075 0.234
N 1.686 -0.165 1.321 0.008 -0.028 -0.156
C 0.775 -0.146 2.283 -0.011 0.173 0.043
S -0.940 -0.078 1.929 -0.006 -0.030 0.144
S 1.221 -0.133 3.934 -0.136 -0.195 0.014
C 2.759 -1.134 3.977 0.121 0.210 -0.038
C 2.453 -2.593 4.127 -0.060 -0.063 -0.013
C 2.572 -3.212 5.366 -0.027 0.057 -0.062
C 2.286 -4.562 5.503 -0.013 -0.053 -0.021
C 1.879 -5.303 4.404 -0.002 0.008 0.011
C 1.757 -4.691 3.163 -0.009 -0.018 0.040
C 2.040 -3.343 3.027 0.008 0.071 0.008
C 2.125 0.100 -2.250 0.067 0.007 0.015
C 3.216 -0.054 -3.157 0.015 0.030 -0.109
C 3.130 0.292 -4.486 0.024 -0.033 0.089
C 1.948 0.810 -5.011 0.004 -0.014 0.064
C 0.851 0.961 -4.175 0.003 -0.060 0.112
C 0.928 0.611 -2.839 0.084 -0.004 -0.256
O -0.205 0.759 -2.117 -0.242 0.062 0.281
H 3.533 -1.192 0.597 0.000 -0.022 -0.018
H 4.424 -0.143 -0.490 0.011 0.001 0.012
H 3.862 -1.714 -1.053 0.026 0.007 -0.015
H 3.298 -0.742 4.838 -0.002 -0.015 0.014
H 3.330 -0.899 3.083 0.001 0.014 -0.032
H 2.894 -2.640 6.227 0.011 0.019 0.018
H 2.385 -5.036 6.470 0.006 -0.009 0.006
H 1.661 -6.356 4.512 -0.001 -0.011 0.002
H 1.448 -5.272 2.304 0.005 -0.020 -0.014
H 1.951 -2.863 2.058 0.068 -0.009 -0.007
H 4.153 -0.442 -2.788 0.006 0.011 0.014
H 3.994 0.163 -5.123 0.008 -0.005 0.000
H 1.884 1.088 -6.052 -0.019 0.011 -0.020
H -0.091 1.346 -4.544 -0.002 0.006 -0.022
O -4.548 6.882 -0.436 0.002 0.034 0.138
N -3.405 6.522 -0.313 -0.033 0.000 -0.345
O -2.438 7.249 -0.254 -0.006 0.046 0.100
C -3.164 5.051 -0.300 -0.226 -0.138 0.067
C -4.266 4.282 -0.456 0.220 0.165 0.027
C -4.168 2.858 -0.482 0.141 -0.107 0.007
C -5.283 2.007 -0.588 0.059 -0.006 0.001
C -5.093 0.647 -0.575 0.060 -0.005 0.010
C -3.794 0.143 -0.494 -0.059 -0.019 -0.058
N -2.725 0.929 -0.426 -0.008 -0.094 -0.009
C -2.905 2.276 -0.380 -0.140 0.189 0.054
C -1.748 3.095 -0.169 -0.092 0.111 -0.002
N -0.578 2.430 0.014 0.112 -0.017 -0.028
C 0.534 3.113 0.237 -0.014 -0.019 0.041
C 0.532 4.504 0.294 -0.038 0.003 0.005
C -0.638 5.199 0.115 0.042 -0.010 0.010
C -1.841 4.495 -0.122 -0.007 -0.137 0.002
H -5.229 4.760 -0.563 -0.008 0.019 0.004
H -6.278 2.428 -0.662 -0.013 0.011 -0.007
H -5.924 -0.040 -0.628 -0.009 -0.013 -0.005
H -3.610 -0.923 -0.489 -0.013 -0.001 0.004
H 1.440 2.539 0.378 0.008 0.003 -0.027
H 1.459 5.027 0.480 0.013 0.009 0.002
H -0.644 6.274 0.157 0.006 -0.017 0.006
I -2.985 -3.463 -4.223 0.023 0.009 0.025
C -1.770 -3.170 -2.569 0.005 0.031 0.026
C -1.064 -4.215 -1.982 -0.030 0.025 -0.036
C -0.267 -3.945 -0.882 0.006 0.102 0.029
C -0.198 -2.655 -0.394 -0.045 -0.060 0.082
N -0.888 -1.649 -0.951 0.065 -0.004 0.086
C -1.649 -1.903 -2.027 -0.005 -0.055 -0.162
H -1.133 -5.218 -2.380 -0.002 -0.006 -0.002
H 0.303 -4.727 -0.402 0.008 -0.017 0.007
H 0.407 -2.410 0.467 -0.039 -0.022 0.010
H -2.147 -1.055 -2.478 -0.001 -0.016 -0.006
```
Forces are in eV/Å.


[5]
Formula: C9H20AlCl2N2O2PS
Source: the OMol25 dataset
Level of theory: ωB97M-V/def2-TZVPD

## Properties
Charge ... +2
Gap between HOMO and LUMO ... 7.25 eV
LUMO ... -0.295 Eh
Strongest force on any atom ... 0.0980 hartree/bohr

Geometry as XYZ:
```
38
Properties=species:S:1:pos:R:3:forces:R:3
C -0.136 -4.417 -4.878 -0.439 -0.075 0.008
C 0.102 -3.502 -3.717 -0.796 0.595 0.588
H -1.210 -4.565 -5.003 0.089 0.061 0.005
H 0.349 -5.385 -4.714 0.017 0.283 -0.037
H 0.271 -3.964 -5.790 0.045 -0.102 0.234
O -0.697 -2.844 -3.096 1.169 -0.795 -0.864
Cl 1.839 -3.447 -3.297 -0.089 0.106 0.036
Al 0.403 0.253 0.029 0.737 -0.787 -0.313
P -0.040 1.612 -1.803 1.230 1.350 -1.790
C -1.393 2.795 -1.891 -0.467 0.057 0.489
C 1.471 2.643 -1.754 -0.024 0.000 0.137
H 0.783 0.154 -3.582 -0.195 0.207 0.035
H 0.160 1.728 -4.203 -0.056 -0.229 0.365
H -0.975 0.431 -3.700 0.266 0.072 0.001
C -0.009 0.908 -3.486 -0.093 -0.558 0.119
H 2.363 1.999 -1.778 -0.241 0.221 -0.084
H 1.455 3.306 -2.631 0.140 -0.144 0.319
H -1.202 3.506 -2.706 -0.012 -0.239 0.222
H -1.484 3.341 -0.946 -0.047 0.042 -0.204
H 1.484 3.236 -0.828 0.049 -0.047 -0.310
H -2.333 2.266 -2.088 0.089 0.181 -0.025
C -1.779 0.289 0.159 -4.701 -1.017 1.512
O -2.923 0.300 0.288 4.419 0.228 -0.797
Cl 1.806 -1.118 -0.743 -0.796 0.308 0.239
C -1.519 0.483 4.886 -0.308 -0.224 0.188
N -0.832 0.757 3.621 1.177 0.583 -0.227
C 0.368 0.275 3.312 -1.489 -1.662 0.362
S 1.276 0.922 1.984 -0.034 0.382 -0.544
N 0.863 -0.831 3.975 0.591 1.423 -0.633
C 1.438 -0.657 5.334 -0.014 -0.512 0.726
H -1.221 -0.514 5.213 -0.187 0.084 -0.025
H -2.605 0.515 4.738 0.349 0.018 -0.016
H -1.230 1.214 5.657 -0.102 -0.173 -0.366
H -1.160 1.515 3.013 0.241 -0.182 0.763
H 1.553 -1.314 3.394 -0.310 0.296 0.133
H 1.195 -1.534 5.942 0.057 0.167 -0.132
H 2.530 -0.581 5.252 -0.347 0.138 0.074
H 1.039 0.224 5.838 0.081 -0.055 -0.191
```
Forces are in eV/Å.


In order of appearance, calculated total energy = -6789.49510, -2878.63291, -3643.72050, -3010.90982, -2516.82739 a.u..